Computed, not measured: a structure of composition C42H58BCaCl3F4GeN6O2Sb, with ωB97M-V/def2-TZVPD.

Output
E_tot, eV: -188140.4493
Strongest force on any atom, eV/Å: 2.1
Spin multiplicity: 1
Charge: +1

Each line ends with the Mulliken charge.
Atoms and positions in Å:
1 Ca -0.93705 -1.33944 -0.54974  0.88
2 C 0.98001 -2.97501 4.55686  -1.22
3 C 1.46095 -3.55357 3.25287  0.60
4 C 1.54971 -4.93448 3.08601  -0.88
5 C 2.00842 -5.44718 1.88920  -0.72
6 C 2.34899 -4.56863 0.87440  -1.08
7 C 2.22609 -3.20296 1.11400  0.09
8 N 1.81578 -2.70144 2.27825  0.43
9 Sb 3.04808 -2.07973 -0.54924  1.13
10 C 3.41287 0.16059 -0.45956  -0.06
11 C 4.57327 0.25788 -1.19929  -1.11
12 C 4.87568 1.43913 -1.87639  -0.82
13 C 3.91760 2.43085 -1.94488  -0.94
14 C 2.77028 2.32471 -1.17613  1.08
15 C 1.67421 3.35514 -1.24142  -1.38
16 N 2.60586 1.25700 -0.35016  0.34
17 C 1.51299 -2.83968 -1.93873  -0.19
18 C 2.07403 -3.22428 -3.14567  -0.67
19 C 1.26148 -3.81774 -4.10100  -0.94
20 C -0.06327 -4.05561 -3.79805  -0.65
21 C -0.56871 -3.67668 -2.56037  0.89
22 C -2.00613 -3.98789 -2.20530  -1.41
23 N 0.20924 -3.04348 -1.64927  -0.02
24 H 1.54397 -3.39277 5.39540  0.44
25 H -0.07468 -3.21766 4.71681  0.48
26 H 1.09253 -1.89121 4.55701  -0.16
27 H 1.27651 -5.58982 3.90625  0.51
28 H 2.11683 -6.51848 1.75146  0.44
29 H 2.70798 -4.93651 -0.08318  0.43
30 H 5.23768 -0.59346 -1.26461  0.57
31 H 5.82060 1.54620 -2.39904  0.45
32 H 4.05389 3.30344 -2.56865  0.57
33 H 1.88423 4.21800 -0.60132  0.33
34 H 0.72230 2.90845 -0.95199  -0.14
35 H 1.59008 3.70979 -2.26870  0.64
36 H 3.12065 -3.03275 -3.34476  0.51
37 H 1.66620 -4.09503 -5.06883  0.46
38 H -0.71840 -4.53498 -4.51491  0.47
39 H -2.44368 -4.65361 -2.94854  0.50
40 H -2.62246 -3.08550 -2.14308  0.19
41 H -2.06970 -4.45181 -1.22251  0.35
42 Cl -4.69792 -1.59618 5.69752  -0.24
43 C -4.03335 -1.84197 4.11044  0.11
44 C -2.87401 -1.18857 3.75084  -1.06
45 C -2.35321 -1.42785 2.49204  0.90
46 Cl -0.86481 -0.64663 1.98301  0.29
47 C -2.92871 -2.28562 1.53847  -1.08
48 O -2.37802 -2.48409 0.37113  -0.67
49 C -4.12767 -2.89634 1.96218  0.38
50 Cl -4.93692 -3.93341 0.83147  -0.23
51 C -4.66637 -2.69615 3.21849  -0.67
52 H -2.38790 -0.50509 4.43984  0.51
53 H -5.57685 -3.20679 3.50516  0.47
54 F 0.05274 -0.72627 -3.41080  0.02
55 B 0.88694 0.14911 -2.68737  -0.44
56 F 0.64728 -0.12062 -1.23830  1.95
57 F 0.53251 1.48337 -2.94565  -0.31
58 F 2.24673 -0.09089 -2.94386  -0.14
59 C -2.45161 3.09529 -1.83072  -0.87
60 N -2.87852 3.03027 -0.43320  0.42
61 C -4.18734 3.60286 -0.10091  -1.09
62 C -2.12785 2.35082 0.47050  0.92
63 C -2.67987 2.29564 1.87706  -1.83
64 O -1.05404 1.82963 0.14137  -0.51
65 H -2.21495 4.12411 -2.11536  0.36
66 H -3.25269 2.72786 -2.47838  0.61
67 H -1.57019 2.47975 -1.96244  -0.24
68 H -4.61550 4.02447 -1.00538  0.42
69 H -4.10883 4.40428 0.63290  0.30
70 H -4.87777 2.84883 0.28047  0.33
71 H -3.50980 1.58441 1.92484  0.48
72 H -1.90305 1.95543 2.54926  0.01
73 H -3.04381 3.26741 2.20998  0.50
74 C 2.08013 0.01585 5.94422  -1.09
75 C 3.22926 -0.32437 4.99713  -0.39
76 C 3.30320 0.60121 3.78029  -0.85
77 C 2.18494 0.31117 2.76329  1.84
78 Ge 2.10464 1.78890 1.52419  0.63
79 C 0.70755 3.08695 1.91514  0.48
80 C 1.29699 4.24602 2.74123  -1.10
81 C 2.08072 5.27434 1.93176  0.18
82 C 2.71913 6.34238 2.81730  -1.51
83 H 2.06564 -0.66271 6.80107  0.36
84 H 1.10237 -0.05544 5.45475  0.12
85 H 2.18671 1.03634 6.32994  0.36
86 H 3.13847 -1.36149 4.65101  0.13
87 H 4.17064 -0.25495 5.54860  0.43
88 H 4.27302 0.48712 3.28940  0.37
89 H 3.24961 1.64094 4.12840  0.26
90 H 1.20901 0.27511 3.25460  0.03
91 H 2.33017 -0.64851 2.27492  -1.11
92 H 3.45201 2.53242 1.67230  -0.20
93 H -0.02345 2.52564 2.50565  -0.35
94 H 0.19268 3.43480 1.01920  0.33
95 H 1.94710 3.85454 3.53397  0.17
96 H 0.46895 4.75246 3.24341  0.61
97 H 1.40386 5.74793 1.20931  0.32
98 H 2.86670 4.76844 1.36392  0.09
99 H 1.96154 6.87326 3.40013  0.35
100 H 3.26215 7.07951 2.22208  0.41
101 H 3.42780 5.89003 3.51797  0.32
102 N -2.51970 -0.33776 -1.77790  -0.67
103 C -2.79541 -0.16814 -2.89993  0.13
104 N -3.06355 -0.01377 -4.17812  0.13
105 C -3.86159 -1.03373 -4.89624  -1.06
106 C -2.93312 -2.01178 -5.61884  -0.27
107 C -1.65284 -1.29805 -6.11060  0.25
108 C -1.91278 0.19401 -6.34890  -1.20
109 C -2.22494 0.89062 -5.01970  -0.18
110 H -4.49393 -0.50127 -5.60323  0.36
111 H -4.51221 -1.53703 -4.18772  0.54
112 H -3.48042 -2.45088 -6.45482  0.49
113 H -2.66170 -2.82636 -4.94199  -0.07
114 H -1.29239 -1.76988 -7.02525  0.54
115 H -0.86674 -1.39590 -5.36084  -0.51
116 H -2.74124 0.32058 -7.05089  0.39
117 H -1.03923 0.67417 -6.79006  0.48
118 H -2.75462 1.83030 -5.18046  0.39
119 H -1.30473 1.10012 -4.47748  0.01

Forces on the atoms, in the same order (eV/Å):
Ca 0.18 0.05 -0.05
C -0.07 0.03 -0.14
C 0.07 0.06 -0.04
C -0.02 0.03 0.13
C 0.01 -0.15 0.00
C -0.06 0.15 -0.14
C -0.05 0.18 0.24
N -0.16 -0.47 -0.05
Sb 0.51 -0.59 0.13
C -0.40 -0.12 -0.34
C 0.12 0.36 0.11
C -0.03 0.16 -0.01
C 0.27 -0.16 -0.13
C -0.28 -0.23 0.34
C 0.20 0.04 0.25
N 0.08 0.23 -0.04
C -0.34 0.31 0.12
C -0.08 0.03 0.03
C 0.08 -0.04 -0.07
C 0.05 -0.04 -0.10
C 0.04 0.00 0.32
C 0.26 0.16 0.03
N 0.57 -0.73 -0.78
H -0.05 0.05 -0.05
H 0.05 0.01 -0.03
H -0.09 -0.25 -0.05
H 0.02 0.05 -0.08
H -0.06 0.11 -0.01
H -0.01 0.00 0.08
H 0.00 0.03 -0.07
H -0.11 -0.02 0.01
H -0.02 -0.01 -0.02
H 0.04 -0.10 -0.05
H 0.12 0.05 -0.05
H 0.06 -0.04 0.05
H -0.03 -0.02 -0.01
H -0.04 0.01 0.08
H 0.03 -0.01 0.04
H 0.04 0.05 0.01
H 0.04 -0.04 -0.03
H 0.02 0.00 0.00
Cl 0.00 0.00 -0.06
C -0.12 -0.08 0.03
C 0.33 0.25 0.02
C -0.17 -0.15 0.04
Cl -0.07 0.14 1.11
C 0.23 -0.17 -0.48
O -1.29 -0.64 1.49
C -0.04 -0.04 -0.07
Cl 0.04 0.01 0.08
C -0.07 -0.05 -0.01
H -0.02 -0.12 -0.08
H 0.04 0.04 -0.04
F 0.38 0.37 0.48
B 0.02 0.31 -0.39
F 0.83 0.74 -1.26
F 0.18 -0.85 0.14
F -0.86 0.09 0.09
C -0.15 0.08 0.19
N -0.12 -0.07 -0.01
C 0.24 -0.11 -0.04
C -0.02 0.13 -0.59
C 0.02 -0.11 -0.10
O -0.53 -0.18 0.16
H -0.05 -0.02 0.03
H 0.04 0.02 0.05
H 0.07 -0.06 0.00
H 0.01 0.00 -0.04
H 0.04 0.03 0.01
H 0.04 -0.02 -0.02
H 0.01 0.05 -0.02
H -0.02 -0.08 0.04
H 0.00 -0.04 -0.02
C 0.02 0.07 0.04
C 0.02 0.00 0.01
C -0.14 -0.14 0.04
C -0.02 0.23 -0.01
Ge 0.51 0.33 0.08
C -0.09 0.26 -0.04
C 0.02 -0.17 -0.06
C -0.05 0.05 0.07
C -0.02 -0.03 -0.02
H -0.02 0.06 -0.07
H 0.11 0.07 0.08
H -0.02 -0.13 -0.05
H 0.11 0.15 0.05
H -0.03 -0.03 -0.01
H -0.01 0.05 -0.02
H 0.05 -0.05 -0.03
H 0.16 -0.06 0.00
H -0.06 0.03 0.16
H 0.01 0.02 0.00
H 0.17 0.13 -0.11
H 0.19 0.03 0.31
H -0.06 0.03 0.03
H 0.01 0.02 0.09
H 0.08 -0.06 0.01
H -0.01 0.03 -0.06
H 0.06 -0.03 -0.03
H -0.04 -0.05 0.05
H -0.07 0.05 -0.05
N -1.17 0.81 -1.49
C 0.34 -0.28 -0.13
N -0.02 0.11 0.43
C 0.29 0.11 0.10
C 0.17 0.09 0.01
C -0.16 0.06 -0.02
C -0.03 -0.20 0.15
C -0.08 -0.21 0.06
H -0.05 0.07 -0.01
H -0.05 0.01 0.10
H 0.00 -0.02 0.01
H -0.03 0.01 -0.05
H 0.00 0.01 0.02
H -0.01 -0.02 -0.04
H 0.04 0.03 -0.01
H -0.03 0.01 -0.01
H -0.07 0.01 0.02
H -0.02 -0.05 0.05

---

Computed, not measured: a structure of composition C42H58Cl4N6O2, with ωB97M-V/def2-TZVPD.

Output
E_tot, eV: -107589.1204
Strongest force on any atom, eV/Å: 13.5
Spin multiplicity: 1

Each line ends with the Mulliken charge.
Atoms and positions in Å:
1 Cl 1.03254 0.91424 3.58048  -0.22
2 C 1.31503 2.65207 3.02882  -0.37
3 C 1.53624 2.75401 1.47864  0.98
4 Cl 2.92136 1.82949 0.96795  -0.32
5 H 2.15181 3.12031 3.54712  0.56
6 H 0.45637 3.15358 3.47524  0.43
7 H 1.67017 3.78931 1.16511  0.78
8 H 0.77499 2.37292 0.79794  -2.26
9 Cl 1.92046 -5.21460 2.53500  -0.31
10 C 0.44303 -4.48405 3.19450  0.72
11 C -0.87441 -4.98583 2.53693  -1.10
12 Cl -0.83748 -4.99406 0.77936  -0.07
13 H 0.46199 -3.39428 3.20655  -0.43
14 H 0.48156 -4.82418 4.22935  0.56
15 H -1.69953 -4.34019 2.83769  0.28
16 H -1.17511 -5.98896 2.83925  0.56
17 C 4.41605 -5.67479 -0.76600  -1.23
18 C 2.95644 -5.36574 -1.11710  -1.07
19 C 2.07383 -4.41207 -0.19667  1.09
20 C 2.66626 -3.07107 0.04214  0.69
21 N 3.04327 -1.98153 0.21870  -0.49
22 H 4.54205 -6.18987 0.18632  0.29
23 H 5.12768 -4.85199 -0.83441  0.32
24 H 4.66262 -6.43634 -1.50583  0.41
25 H 2.43253 -6.32132 -1.13909  0.42
26 H 3.08406 -4.98922 -2.13202  0.39
27 H 2.02013 -4.92205 0.76517  -0.26
28 H 1.02712 -4.40190 -0.50063  -0.48
29 C 4.75362 -0.55472 3.86225  -1.51
30 C 3.71899 0.30629 3.02330  -0.58
31 C 2.72430 -0.49432 2.08560  -0.27
32 C 1.87233 -1.53260 2.74106  0.97
33 N 1.24362 -2.34866 3.29689  -0.59
34 H 5.56743 0.01117 4.31567  0.41
35 H 5.15733 -1.33886 3.22174  0.33
36 H 4.29718 -1.09971 4.68854  0.34
37 H 4.13516 1.19053 2.54059  0.81
38 H 3.06303 0.70348 3.79795  0.26
39 H 3.25833 -1.03563 1.30464  1.35
40 H 2.06368 0.25646 1.65199  -1.69
41 C -1.29473 3.41193 1.28419  1.56
42 C -2.15456 3.68770 2.50841  -1.01
43 C -3.59622 3.93905 2.16279  -0.18
44 C -4.28023 4.26989 3.35851  0.12
45 N -4.88449 4.50502 4.27091  -0.47
46 H -0.25134 3.17761 1.49524  -1.13
47 H -1.41213 4.23937 0.58443  0.37
48 H -1.76261 2.51305 0.88269  0.65
49 H -1.77928 4.57695 3.01486  0.59
50 H -2.26635 2.90349 3.25716  0.33
51 H -4.08891 3.03804 1.79734  0.27
52 H -3.63732 4.72823 1.41205  0.26
53 C 0.55024 -0.60726 -1.95444  -0.24
54 C 2.05634 -0.37813 -2.23814  -1.39
55 C 2.58582 0.70716 -1.24617  0.20
56 C 1.84017 1.97163 -1.10915  0.74
57 N 1.21776 2.98300 -1.07316  -0.58
58 H 0.27171 -0.89150 -0.93969  -0.72
59 H 0.09689 -1.19758 -2.75074  0.49
60 H 0.11024 0.38945 -1.98722  0.25
61 H 2.17698 0.00325 -3.25209  0.53
62 H 2.59168 -1.32106 -2.12684  0.35
63 H 3.55219 1.15619 -1.47553  0.63
64 H 2.74773 0.37935 -0.21931  -0.56
65 C -3.83554 -2.76786 -0.58719  -1.79
66 C -2.47443 -3.40977 -0.44280  0.30
67 C -1.97774 -4.27380 -1.56180  0.39
68 C -2.96364 -5.27589 -1.89731  -0.05
69 N -3.81076 -6.08403 -2.02616  -0.58
70 H -4.63684 -3.49837 -0.47595  0.52
71 H -3.93825 -2.28580 -1.55939  0.27
72 H -4.02007 -1.93878 0.09594  0.46
73 H -2.57388 -4.12537 0.37336  0.71
74 H -1.69156 -2.74086 -0.08534  -0.94
75 H -1.09428 -4.85129 -1.28959  -0.17
76 H -1.74147 -3.74132 -2.48307  0.40
77 C 1.01911 -2.26513 0.81759  -1.25
78 C -0.45561 -2.02048 1.32723  0.02
79 C -1.20592 -1.02884 0.36243  -3.11
80 C -0.92719 0.40771 0.55344  -0.36
81 N -0.75579 1.50455 0.63985  -0.98
82 H 1.49258 -3.06611 1.38537  0.41
83 H 1.52696 -1.30643 0.92279  -0.10
84 H 0.95290 -2.53061 -0.23751  1.75
85 H -0.55816 -1.66767 2.35344  1.41
86 H -0.90672 -3.00856 1.23604  -1.51
87 H -2.28958 -1.09806 0.45733  1.23
88 H -1.10526 -1.25460 -0.69917  0.44
89 C -1.99192 0.69907 -1.35721  0.90
90 C -2.69566 0.40412 -2.42522  -0.14
91 C -2.97663 1.44871 -3.33458  -1.54
92 C -2.44179 2.77776 -3.11481  0.28
93 C -1.75246 3.07796 -1.94668  0.03
94 C -1.52129 1.98378 -1.03345  1.32
95 C -1.31502 4.43948 -1.62463  0.41
96 O -0.81566 4.69513 -0.53878  -0.64
97 C -1.18836 5.36992 -2.79684  0.30
98 C -0.55292 6.57712 -2.65100  -0.56
99 C -0.41380 7.46437 -3.74616  -0.43
100 C -0.98852 7.19860 -4.97977  -0.66
101 C -1.81012 6.02372 -5.08841  -0.60
102 C -1.78978 5.05436 -4.02510  0.15
103 C -2.60369 3.79428 -4.23669  0.45
104 O -3.12361 3.62521 -5.30974  -0.65
105 H -1.92065 -0.08847 -0.62160  0.10
106 H -3.11561 -0.58276 -2.55224  0.20
107 H -3.63437 1.23315 -4.16363  0.45
108 H -0.98852 2.14657 -0.10823  0.80
109 H -0.11645 6.89221 -1.71473  0.38
110 H 0.13209 8.34851 -3.45171  0.39
111 H -0.90012 7.91976 -5.77885  0.39
112 H -2.38015 5.83447 -5.98599  0.47

Forces on the atoms, in the same order (eV/Å):
Cl -2.25 2.24 0.80
C -0.07 -0.35 -0.36
C -0.24 0.58 1.69
Cl 2.17 4.93 1.52
H 0.39 -0.69 0.03
H -0.19 0.13 -0.84
H 0.26 0.07 0.29
H 0.63 0.00 1.29
Cl 0.07 -0.61 2.23
C -2.97 -3.63 -0.17
C 0.58 -0.84 1.18
Cl 1.91 -2.88 1.53
H -0.43 -1.90 -0.39
H -0.39 0.18 0.10
H 0.11 0.27 0.02
H 0.23 -0.09 -0.09
C -0.33 -0.71 0.40
C -0.05 1.03 0.32
C 2.70 -1.28 -1.79
C 3.19 -0.35 -1.76
N 3.75 -4.81 -4.69
H -0.05 0.24 0.26
H -0.25 0.10 -0.02
H 0.51 0.11 -0.09
H -0.16 0.07 -0.19
H -0.85 0.15 -0.17
H 0.16 0.53 -1.14
H 0.62 0.52 -0.52
C -0.63 -0.23 -1.16
C 0.22 -1.56 2.55
C 1.38 -0.11 2.97
C 1.04 -0.30 3.21
N 4.52 7.52 1.30
H -0.05 0.25 -0.35
H 0.43 0.04 -0.04
H -0.43 0.14 -0.03
H 0.52 -1.09 0.28
H 0.80 0.24 -0.16
H 0.23 1.10 1.00
H -0.12 -1.58 0.36
C -3.80 1.62 4.30
C 0.83 0.08 0.64
C 0.44 -0.04 -1.19
C 0.62 -0.02 -2.25
N -1.97 0.83 3.42
H -1.65 1.33 0.21
H -0.58 -1.05 2.24
H -1.91 2.84 1.30
H -0.01 0.09 0.33
H 0.90 -0.39 0.21
H 0.14 -0.06 -0.45
H -0.46 0.06 0.00
C 1.14 1.49 -0.57
C -0.63 0.77 0.79
C 0.19 -0.79 -1.20
C -3.04 2.87 -1.64
N 2.32 -3.58 -1.35
H 1.57 -0.36 -1.20
H -0.21 -0.27 0.29
H -0.04 -0.10 -0.59
H -0.04 -0.19 -0.09
H 0.36 0.36 0.02
H 0.55 -0.63 -0.54
H -0.56 -1.30 -1.53
C -0.15 0.63 -1.06
C -1.08 -0.07 1.07
C -0.05 -0.06 -1.48
C -3.19 -2.89 -0.33
N 2.49 2.32 0.20
H 0.03 0.07 -0.07
H -0.22 -0.15 -0.29
H 0.09 -0.26 0.43
H -0.79 0.75 -0.22
H -1.06 -1.08 -1.16
H 0.08 0.35 -0.40
H 0.11 0.28 -0.02
C -6.72 1.26 0.82
C -0.28 0.24 -1.18
C 0.59 -1.04 3.12
C 0.87 -8.59 3.10
N 7.70 -7.14 8.56
H -1.23 0.73 -0.17
H -1.20 -0.80 -0.77
H -1.03 0.72 0.35
H 0.04 0.10 -0.36
H -0.11 1.11 0.65
H -0.11 -0.22 0.90
H 0.27 -0.58 0.78
C 0.59 2.91 2.40
C -2.21 1.24 -3.69
C 0.76 0.76 0.59
C -1.75 -1.79 -1.74
C -0.53 -2.48 0.87
C -4.67 3.08 -9.58
C 1.96 -0.02 -0.88
O 0.94 2.63 -4.56
C -1.00 -0.23 0.22
C 0.43 1.03 -0.99
C -0.03 -0.87 1.40
C -1.27 -1.23 0.70
C 1.84 0.11 1.31
C -1.06 1.57 -1.26
C 1.68 0.51 0.69
O -0.72 -0.71 0.17
H -1.26 2.04 -2.24
H -0.06 -0.05 -0.26
H 0.20 0.34 -0.33
H 0.05 4.73 -5.07
H -0.06 -0.30 0.18
H 0.07 0.34 -0.78
H -0.12 -0.10 -0.15
H 0.07 -0.18 0.02